# 1
{"formula": "C3H2FO2Y", "method": "wB97M-V/def2-TZVPD", "s_squared": 0.756, "multiplicity": 2, "orbital_gap_ev": [6.29, 8.39], "de_lowest_kj_mol": 0.0, "total_charge": 3, "species": ["O", "H", "O", "C", "C", "C", "F", "Y", "H"], "xyz": [[0.5649, 1.7928, -0.6643], [-0.2708, -1.7605, 1.0893], [1.1319, -0.3485, 0.7786], [0.0937, -0.9456, 0.4414], [-0.9493, -0.0747, -0.2293], [-0.4494, 1.3423, -0.2435], [-2.1943, -0.2534, 0.2210], [2.7464, 0.8807, -0.1618], [-0.6731, -0.6332, -1.2314]], "lowdin_charge": [0.046, 0.221, -0.105, 0.050, -0.233, 0.138, 0.182, 2.442, 0.259]}



# 2
{"formula": "CH4Na9O5", "method": "wB97M-V/def2-TZVPD", "orbital_gap_ev": 5.93, "de_lowest_kj_mol": 1363.0, "total_charge": 7, "species": ["Na", "Na", "Na", "Na", "Na", "Na", "Na", "Na", "Na", "C", "O", "O", "O", "O", "H", "H", "O", "H", "H"], "xyz": [[12.7984, -4.3512, -10.8023], [15.6740, -2.8805, -15.2350], [11.6415, -2.5616, -13.6223], [18.0578, -5.1571, -14.6933], [16.7620, -4.1882, -11.3278], [15.5297, -6.6734, -9.9176], [14.1657, -1.8034, -12.3240], [15.6031, -6.4324, -16.3816], [16.3466, -7.6655, -13.1437], [14.7059, -5.0894, -13.1144], [13.9195, -4.1287, -13.2530], [14.7752, -5.5551, -11.9879], [15.5203, -5.4691, -13.9395], [12.6319, -4.6575, -15.5770], [12.8450, -3.8618, -16.0645], [13.1297, -4.5808, -14.7630], [12.6712, -7.6115, -12.5407], [13.2286, -7.0168, -12.0389], [13.2602, -8.3109, -12.8237]], "lowdin_charge": [0.879, 0.888, 0.906, 0.915, 0.895, 0.907, 0.896, 0.906, 0.875, -1.020, -0.066, -0.073, -0.032, 0.037, 0.061, -0.051, 0.046, -0.029, 0.060]}



# 3
{"formula": "C25H44Cl4N3O6SiTl", "method": "wB97M-V/def2-TZVPD", "orbital_gap_ev": 6.87, "species": ["C", "C", "H", "H", "H", "C", "C", "H", "H", "H", "H", "Tl", "Cl", "C", "O", "N", "C", "C", "H", "H", "H", "H", "H", "H", "H", "H", "H", "C", "C", "N", "H", "C", "O", "H", "H", "H", "H", "H", "H", "C", "C", "N", "H", "C", "O", "H", "H", "H", "H", "O", "C", "C", "C", "H", "C", "H", "C", "H", "C", "C", "H", "H", "H", "Si", "Cl", "C", "C", "C", "H", "H", "H", "H", "H", "H", "H", "H", "H", "Cl", "C", "Cl", "C", "O", "O", "H"], "xyz": [[-1.7798, -0.4573, -4.6946], [-1.2913, -1.6660, -3.9676], [-1.8375, -0.6321, -5.7719], [-1.0949, 0.3820, -4.4993], [-2.7759, -0.1596, -4.3230], [-0.8668, -2.8034, -4.5490], [-0.7381, -3.0302, -6.0280], [-0.7211, -3.7011, -3.9362], [-0.7044, -2.0984, -6.6082], [-1.5714, -3.6249, -6.4352], [0.1749, -3.6107, -6.2199], [-0.0411, 0.6910, -0.1902], [1.0533, 2.6935, -1.1954], [-0.2763, -1.9183, 1.3942], [0.6500, -1.1542, 0.9854], [-0.0007, -2.9221, 2.2146], [1.3947, -3.2068, 2.5094], [-1.0419, -3.7730, 2.7848], [-1.3269, -1.7701, 1.0885], [2.0146, -2.3651, 2.1886], [1.7224, -4.1092, 1.9776], [1.5038, -3.3786, 3.5824], [-2.0243, -3.3566, 2.5108], [-0.9296, -3.7857, 3.8807], [-0.9468, -4.7991, 2.3916], [0.2871, 3.4618, 5.3874], [-1.3459, 4.6751, 4.7349], [0.7893, 3.3022, 4.4299], [-1.0802, 4.7390, 3.6682], [-0.1015, 3.6988, 3.3630], [1.0510, 2.2550, 4.3048], [-0.1105, 3.0211, 2.2029], [0.4479, 1.9130, 2.0347], [-1.9743, 4.5868, 3.0528], [-0.6514, 3.5280, 1.3959], [1.7154, 3.8950, 4.4203], [-0.6934, 5.7495, 3.4674], [1.6760, 0.0425, -3.7408], [2.1123, -2.7131, -3.4222], [2.7114, 0.0586, -3.3704], [3.0715, -2.3614, -3.0258], [2.9387, -1.0409, -2.4443], [2.9339, 1.0149, -2.8889], [3.0243, -0.8881, -1.0914], [2.8755, 0.1748, -0.4797], [3.4305, -3.0413, -2.2488], [3.2582, -1.8396, -0.5558], [3.3551, -0.0852, -4.2478], [3.7763, -2.3474, -3.8609], [-0.1955, -0.5530, -2.1886], [-1.2176, -1.4387, -2.4462], [0.1934, -3.2751, -1.3860], [-1.0599, -2.7046, -1.6052], [1.0605, -2.6848, -1.6800], [0.2980, -4.5634, -0.8686], [-2.1746, -0.9423, -2.1810], [-2.2069, -3.3262, -1.1272], [1.2779, -5.0345, -0.8130], [-0.8680, -5.2528, -0.5018], [-2.1227, -4.6229, -0.5946], [-3.1642, -2.8075, -1.2398], [-0.8038, -6.2965, -0.1625], [-3.0516, -5.1443, -0.3006], [-0.4331, 4.1459, -2.3209], [-1.3559, 2.3529, -3.0303], [1.3393, 5.0621, -2.4291], [-1.7149, 4.4908, -0.9444], [-0.9445, 5.5935, -3.5658], [2.2366, 4.4485, -2.2041], [1.3672, 5.9008, -1.7172], [1.5159, 5.4469, -3.4409], [-0.2467, 5.6830, -4.4189], [-0.8945, 6.5422, -2.9894], [-1.9621, 5.5028, -3.9826], [-1.9132, 3.6270, -0.2843], [-2.6850, 4.7410, -1.4248], [-1.4504, 5.3532, -0.3096], [-4.0632, -1.6325, 1.6660], [-3.4393, -0.0627, 2.2725], [-2.2878, -0.3548, 3.6029], [-2.6845, 0.7824, 1.1974], [-2.5222, 2.0048, 1.3943], [-2.2301, 0.0668, 0.2138], [-4.2848, 0.5427, 2.6180]], "lowdin_charge": [-0.073, -0.219, 0.067, 0.014, 0.091, -0.108, -0.103, 0.107, 0.063, 0.077, 0.069, 0.944, 0.368, -0.287, -0.102, -0.147, -0.010, -0.035, 0.098, 0.094, 0.095, 0.094, 0.051, 0.096, 0.089, 0.086, 0.091, -0.033, -0.029, -0.167, 0.087, -0.299, -0.079, 0.094, 0.105, 0.101, 0.094, 0.088, 0.081, -0.030, -0.064, -0.176, 0.077, -0.324, -0.065, 0.088, 0.142, 0.089, 0.090, -0.282, -0.412, -0.051, -0.193, 0.081, -0.080, 0.130, -0.044, 0.103, -0.108, -0.081, 0.117, 0.102, 0.109, -0.017, 0.353, -0.283, -0.250, -0.264, -0.027, 0.034, 0.013, 0.011, 0.033, 0.012, -0.015, 0.042, 0.032, 0.625, -0.932, 0.644, -0.696, 0.000, -0.157, 0.075]}



# 4
{"formula": "C11H48N18O14", "method": "wB97M-V/def2-TZVPD", "orbital_gap_ev": 8.26, "de_lowest_kj_mol": 621.1, "species": ["C", "C", "O", "O", "H", "H", "H", "H", "H", "H", "C", "O", "N", "N", "H", "H", "H", "H", "C", "O", "N", "N", "H", "H", "H", "H", "C", "O", "N", "N", "H", "H", "H", "H", "C", "O", "N", "N", "H", "H", "H", "H", "C", "O", "N", "N", "H", "H", "H", "H", "C", "O", "N", "N", "H", "H", "H", "H", "C", "O", "N", "N", "H", "H", "H", "H", "C", "O", "N", "N", "H", "H", "H", "H", "C", "O", "N", "N", "H", "H", "H", "H", "O", "H", "H", "O", "H", "H", "O", "H", "H"], "xyz": [[5.8514, 4.7504, -24.0054], [7.0963, 3.9445, -24.3788], [6.8002, 2.6771, -24.8198], [5.4340, 4.2347, -22.8231], [5.0899, 4.7020, -24.7838], [6.0858, 5.7908, -23.7803], [7.9250, 3.9977, -23.6727], [7.3469, 4.3052, -25.3764], [6.6238, 2.1286, -24.0519], [5.7009, 4.7360, -22.0491], [14.7449, 1.4853, -24.0959], [13.9570, 0.8795, -23.4340], [15.0751, 2.7552, -24.0360], [15.3726, 0.9384, -25.1431], [14.5577, 3.4522, -23.5197], [15.7842, 3.1503, -24.6370], [15.2274, -0.0064, -25.4691], [16.0010, 1.4335, -25.7596], [12.4916, -2.0539, -21.3835], [12.4733, -2.8555, -20.4809], [11.6286, -1.1687, -21.6070], [13.5976, -1.8885, -22.0313], [10.8070, -1.0284, -21.0366], [11.8739, -0.4273, -22.2476], [14.3741, -2.5295, -21.9515], [13.5619, -1.2657, -22.8257], [7.9350, 5.7315, -21.2390], [8.7456, 5.8501, -22.1544], [8.0371, 4.9528, -20.1431], [6.7881, 6.3130, -21.1958], [7.1084, 4.9072, -19.7486], [8.6562, 4.1632, -20.0270], [6.9039, 7.0974, -21.8213], [6.4031, 6.5479, -20.2921], [10.4738, 2.1562, -18.7911], [10.1233, 3.2219, -19.1128], [11.0523, 1.2952, -19.4882], [10.1056, 1.6041, -17.6583], [11.3210, 1.7518, -20.3481], [11.4993, 0.5424, -18.9846], [9.4764, 2.1643, -17.1011], [10.5170, 0.7815, -17.2410], [13.2633, 6.5739, -23.8013], [13.4599, 7.0239, -24.9330], [13.4887, 7.2882, -22.7953], [12.8498, 5.4267, -23.5419], [13.5252, 6.7918, -21.9165], [13.8002, 8.2485, -22.7646], [12.8984, 5.1016, -22.5869], [12.7189, 4.6968, -24.2277], [14.1499, 4.3769, -20.5991], [14.7830, 4.7193, -21.5164], [13.7292, 3.1552, -20.5396], [13.7865, 5.2647, -19.6594], [13.9901, 2.4777, -21.2418], [13.2173, 2.9108, -19.7040], [13.2510, 4.9236, -18.8740], [13.9737, 6.2397, -19.8454], [10.5267, 5.2584, -26.0897], [10.7450, 5.5578, -27.2645], [10.8178, 4.0943, -25.5862], [9.8609, 6.0517, -25.3409], [10.5238, 3.9312, -24.6338], [11.4538, 3.5334, -26.1347], [9.7718, 5.9605, -24.3390], [9.3187, 6.7168, -25.8736], [9.5427, 0.5341, -25.4151], [10.0672, 1.4371, -24.8638], [8.5884, -0.1977, -25.0254], [9.9524, -0.0528, -26.5082], [8.2466, -0.9377, -25.6218], [8.0053, 0.0371, -24.2348], [9.2846, -0.7026, -26.8981], [10.6264, 0.4922, -27.0266], [7.8256, 0.4910, -21.6472], [7.0314, 0.2881, -22.6053], [7.8428, -0.1784, -20.5744], [8.7263, 1.3585, -21.7488], [8.4123, -0.1151, -19.7426], [7.5299, -1.1329, -20.6800], [8.6815, 2.0395, -22.4933], [9.2330, 1.4276, -20.8778], [16.9312, 1.8609, -20.4196], [17.3244, 2.6458, -20.8011], [16.7753, 1.2832, -21.1667], [13.3000, 2.6957, -27.1741], [13.6048, 3.5943, -27.3001], [14.0845, 2.2095, -26.9203], [11.3528, 1.8128, -22.3541], [10.7442, 2.0438, -23.0559], [12.2155, 1.8328, -22.7684]], "lowdin_charge": [-0.262, -0.278, -0.049, -0.063, 0.126, 0.104, 0.096, 0.119, 0.055, 0.047, -0.732, 0.053, 0.199, 0.151, 0.077, 0.124, 0.121, 0.106, -0.848, 0.019, 0.199, 0.169, 0.108, 0.087, 0.123, 0.075, -0.741, 0.035, 0.184, 0.138, 0.101, 0.060, 0.135, 0.130, -0.882, 0.088, 0.180, 0.170, 0.079, 0.142, 0.121, 0.116, -0.849, 0.015, 0.189, 0.199, 0.078, 0.135, 0.094, 0.101, -0.815, 0.049, 0.213, 0.187, 0.104, 0.101, 0.106, 0.111, -0.806, 0.003, 0.176, 0.188, 0.089, 0.082, 0.082, 0.128, -0.798, 0.064, 0.190, 0.160, 0.120, 0.071, 0.108, 0.120, -0.774, -0.016, 0.194, 0.226, 0.113, 0.133, 0.121, 0.081, -0.049, 0.032, 0.023, -0.039, 0.047, 0.000, -0.069, -0.001, 0.002]}



# 5
{"formula": "C49H56CoIN4O2P2S", "method": "wB97M-V/def2-TZVPD", "s_squared": 1.069, "multiplicity": 2, "orbital_gap_ev": [6.65, 7.21], "total_charge": 1, "species": ["Co", "C", "C", "N", "C", "C", "C", "O", "C", "C", "N", "C", "C", "C", "C", "C", "C", "I", "C", "O", "H", "H", "H", "H", "H", "H", "H", "H", "H", "H", "H", "H", "C", "C", "P", "C", "C", "C", "C", "C", "C", "C", "C", "C", "C", "C", "C", "P", "C", "C", "C", "C", "C", "C", "C", "C", "C", "C", "C", "C", "H", "H", "H", "H", "H", "H", "H", "H", "H", "H", "H", "H", "H", "H", "H", "H", "H", "H", "H", "H", "H", "H", "H", "H", "C", "C", "C", "C", "N", "C", "S", "N", "C", "C", "C", "C", "H", "H", "H", "H", "H", "H", "H", "H", "H", "H", "H", "H", "H", "H", "H", "H", "H", "H", "H", "H"], "xyz": [[0.6275, 1.5157, -0.1756], [5.4632, 1.0089, -0.6867], [4.7671, 0.4409, 0.5073], [5.4906, -0.2558, 1.3354], [4.9480, -0.7695, 2.4370], [3.6372, -0.5730, 2.8068], [3.1554, -1.1086, 4.1348], [1.9923, -1.9070, 4.0584], [2.8077, 0.1986, 1.9556], [1.4818, 0.4963, 2.3670], [0.6459, 1.3722, 1.8684], [-0.4695, 1.6655, 2.6478], [-0.3753, 1.6812, 4.0510], [-1.4678, 1.9497, 4.8479], [-2.7011, 2.2238, 4.2752], [-2.8150, 2.2761, 2.8977], [-1.7051, 2.0267, 2.1074], [-1.9072, 2.1941, -0.0075], [3.3623, 0.6842, 0.7294], [2.6638, 1.2806, -0.1504], [6.5277, 1.0726, -0.4753], [5.0713, 1.9935, -0.9263], [5.3406, 0.3595, -1.5553], [5.6246, -1.3285, 3.0645], [2.8983, -0.2703, 4.7921], [3.9722, -1.6665, 4.6101], [2.2043, -2.7239, 3.5945], [1.1441, -0.0748, 3.2297], [0.5864, 1.4989, 4.5063], [-1.3547, 1.9517, 5.9199], [-3.5612, 2.4192, 4.8970], [-3.7645, 2.5124, 2.4378], [1.7255, 2.3795, -3.1724], [2.1132, 0.9122, -3.0106], [0.8476, 0.0293, -1.9813], [1.5299, -1.6451, -1.7582], [2.8689, -1.8353, -1.4356], [3.3579, -3.0981, -1.1570], [2.5157, -4.1951, -1.1815], [1.1781, -4.0165, -1.4997], [0.6852, -2.7559, -1.7830], [-0.4970, -0.3896, -3.1472], [-1.7619, -0.5762, -2.5974], [-2.8057, -1.0547, -3.3683], [-2.5893, -1.3599, -4.7013], [-1.3345, -1.1747, -5.2590], [-0.2906, -0.6890, -4.4906], [1.4332, 3.2429, -1.5540], [3.0173, 3.8976, -0.9460], [4.1053, 4.2189, -1.7483], [5.2296, 4.7963, -1.1803], [5.2789, 5.0469, 0.1817], [4.2029, 4.7095, 0.9890], [3.0781, 4.1397, 0.4251], [0.6330, 4.7603, -2.1758], [1.1756, 6.0280, -1.9875], [0.5433, 7.1358, -2.5252], [-0.6343, 6.9912, -3.2385], [-1.2024, 5.7355, -3.3886], [-0.5812, 4.6278, -2.8450], [0.7740, 2.4481, -3.7137], [2.4793, 2.9257, -3.7478], [3.0751, 0.8380, -2.5021], [2.2065, 0.4342, -3.9894], [3.5412, -0.9950, -1.4031], [4.4031, -3.2163, -0.9142], [2.8973, -5.1812, -0.9599], [0.5134, -4.8691, -1.5331], [-0.3597, -2.6367, -2.0263], [-1.9124, -0.3702, -1.5478], [-3.7799, -1.1900, -2.9222], [-3.3959, -1.7489, -5.3015], [-1.1629, -1.4186, -6.2974], [0.6853, -0.5663, -4.9405], [4.0793, 4.0282, -2.8118], [6.0680, 5.0544, -1.8094], [6.1525, 5.5080, 0.6127], [4.2374, 4.8956, 2.0523], [2.2300, 3.8659, 1.0428], [2.0943, 6.1522, -1.4341], [0.9783, 8.1144, -2.3898], [-1.1126, 7.8555, -3.6726], [-2.1282, 5.6198, -3.9298], [-1.0395, 3.6506, -2.9378], [-4.9579, -0.1417, 0.2589], [-5.8685, -0.9794, 1.1476], [-5.2437, -1.3624, 2.4906], [-4.1361, -2.4132, 2.3986], [-2.8736, -1.8269, 1.9957], [-1.8318, -2.3859, 1.3786], [-0.5993, -1.3767, 0.8211], [-1.7034, -3.6988, 1.1196], [-2.0889, -4.8477, 1.9269], [-2.1970, -6.0934, 1.0486], [-3.4542, -6.1104, 0.1763], [-4.7076, -6.4521, 0.9755], [-5.4920, 0.1698, -0.6341], [-4.0768, -0.6961, -0.0512], [-4.6353, 0.7572, 0.7794], [-6.1672, -1.8850, 0.6148], [-6.7783, -0.4112, 1.3516], [-6.0285, -1.7732, 3.1280], [-4.8572, -0.4679, 2.9848], [-4.4200, -3.1777, 1.6703], [-4.0157, -2.8811, 3.3849], [-2.7899, -0.8300, 2.1331], [-0.8717, -3.8879, 0.5688], [-3.0326, -4.6561, 2.4271], [-1.3268, -5.0115, 2.7011], [-2.2042, -6.9728, 1.6961], [-1.3062, -6.1506, 0.4160], [-3.3231, -6.8622, -0.6042], [-3.5706, -5.1405, -0.3133], [-4.5841, -7.4105, 1.4757], [-5.5670, -6.5312, 0.3156], [-4.9273, -5.6970, 1.7284]], "lowdin_charge": [0.016, -0.004, -0.260, 0.128, -0.101, -0.139, -0.209, -0.062, -0.060, -0.089, -0.012, -0.336, -0.005, -0.057, -0.075, -0.156, -0.534, 1.217, -0.275, -0.186, 0.090, 0.054, 0.078, 0.111, 0.129, 0.124, 0.101, 0.108, 0.117, 0.113, 0.111, 0.096, -0.334, -0.343, 1.025, -0.346, -0.075, -0.063, -0.071, -0.087, -0.136, -0.360, -0.151, -0.069, -0.069, -0.066, -0.072, 1.034, -0.386, -0.096, -0.075, -0.066, -0.060, -0.103, -0.341, -0.068, -0.067, -0.072, -0.074, -0.128, 0.078, 0.087, 0.062, 0.083, 0.074, 0.110, 0.107, 0.102, 0.093, 0.005, 0.103, 0.107, 0.110, 0.102, 0.106, 0.110, 0.108, 0.109, 0.100, 0.101, 0.109, 0.108, 0.107, 0.084, -0.120, -0.243, -0.185, -0.184, 0.017, -0.770, 0.734, 0.015, -0.180, -0.193, -0.259, -0.104, 0.077, 0.051, 0.029, 0.111, 0.109, 0.116, 0.109, 0.115, 0.124, 0.102, 0.096, 0.087, 0.129, 0.117, 0.105, 0.107, 0.100, 0.077, 0.073, 0.058]}



> What is the formula in the second record?

CH4Na9O5